Arrangement P

The following is a DFT calculation (ωB97M-V/def2-TZVPD) of one molecule with the formula C3H3NO3.

Geometry as XYZ:
```
10
C3H3NO3 | the OMol25 dataset | ωB97M-V/def2-TZVPD
H -2.080 -0.496 -1.147
N -1.104 -0.582 -1.431
C -0.316 0.008 -0.650
C 1.163 -0.031 -0.939
O 1.970 0.611 -0.319
O -0.684 0.780 0.447
C -0.229 0.269 1.628
O 0.221 -0.835 1.737
H 1.414 -0.699 -1.781
H -0.354 0.976 2.454
```

For the lowest unoccupied orbital energy, the calculation gives -0.33 eV. As for the HOMO energy: -10.745 eV. Its structure (SMILES) is [H]/N=C(/C=O)OC=O. As for the total charge: 0. The frontier orbital gap is 10.41 eV.

Here are the Löwdin charges for atoms 1 to 6, given in e:
1. H 0.09
2. N 0.22
3. C -0.38
4. C -0.18
5. O 0.10
6. O 0.05

=====

Arrangement Q

The following is a DFT calculation (ωB97M-V/def2-TZVPD) of one molecule with the formula C3H3NO3.

Geometry as XYZ:
```
10
C3H3NO3 | the OMol25 dataset | ωB97M-V/def2-TZVPD
O 2.113 -0.654 2.033
C 1.144 -0.812 1.355
O 0.620 0.188 0.607
C -0.504 -0.106 -0.179
N -1.260 1.048 -0.655
C -0.466 0.427 -1.559
O -0.017 0.472 -2.664
H 0.589 -1.761 1.268
H -1.091 -0.953 0.173
H -1.238 1.997 -0.298
```

For the lowest unoccupied orbital energy, the calculation gives 0.73 eV. As for the HOMO energy: -10.116 eV. Its structure (SMILES) is O=CO[C@H]1NC1=O. As for the total charge: 0. The frontier orbital gap is 10.84 eV.

Here are the Löwdin charges for atoms 1 to 6, given in e:
1. O 0.11
2. C -0.32
3. O 0.05
4. C -0.21
5. N 0.19
6. C -0.40

=====

Pick arrangement P: it beats the second-best structure by 0.0362 hartree.

=====

Arrangement P

The following is a DFT calculation (ωB97M-V/def2-TZVPD) of one molecule with the formula C3H3NO3.

Geometry as XYZ:
```
10
C3H3NO3 | the OMol25 dataset | ωB97M-V/def2-TZVPD
N -1.716 0.811 0.105
C -0.526 0.119 0.121
C -0.047 -1.151 0.132
O 1.342 -1.115 -0.032
C 1.729 0.159 0.055
O 2.877 0.430 0.089
O 0.609 0.941 0.084
H -2.290 0.214 -0.475
H -1.361 1.612 -0.422
H -0.617 -2.021 0.343
```

For the lowest unoccupied orbital energy, the calculation gives 0.55 eV. As for the HOMO energy: -8.898 eV. Its structure (SMILES) is Nc1coc(=O)o1. As for the total charge: 0. The frontier orbital gap is 9.45 eV.

Here are the Löwdin charges for atoms 1 to 6, given in e:
1. N 0.14
2. C -0.34
3. C -0.01
4. O 0.11
5. C -0.56
6. O 0.18

=====

Arrangement Q

The following is a DFT calculation (ωB97M-V/def2-TZVPD) of one molecule with the formula C3H3NO3.

Geometry as XYZ:
```
10
C3H3NO3 | the OMol25 dataset | ωB97M-V/def2-TZVPD
O 2.256 0.992 0.560
C 1.559 0.437 -0.233
N 0.118 0.604 -0.302
C -0.510 -0.529 0.117
O 0.138 -1.469 0.531
C -2.035 -0.620 0.051
O -2.567 -1.648 0.367
H 1.929 -0.297 -0.964
H -0.361 1.439 -0.614
H -2.619 0.259 -0.290
```

For the lowest unoccupied orbital energy, the calculation gives -0.53 eV. As for the HOMO energy: -10.411 eV. Its structure (SMILES) is O=CNC(=O)C=O. As for the total charge: 0. The frontier orbital gap is 9.88 eV.

Here are the Löwdin charges for atoms 1 to 6, given in e:
1. O 0.12
2. C -0.26
3. N 0.12
4. C -0.45
5. O 0.10
6. C -0.15

=====

Arrangement R

The following is a DFT calculation (ωB97M-V/def2-TZVPD) of one molecule with the formula C3H3NO3.

Geometry as XYZ:
```
10
C3H3NO3 | the OMol25 dataset | ωB97M-V/def2-TZVPD
C 0.929 -1.188 -1.526
C 0.761 -0.275 -0.417
C 0.562 0.149 0.696
O 0.121 1.171 1.620
N -1.306 1.366 1.691
O -1.591 2.158 2.517
O -1.983 0.736 0.951
H -0.103 -0.979 -1.973
H 1.600 -0.876 -2.232
H 1.010 -2.261 -1.328
```

For the lowest unoccupied orbital energy, the calculation gives 0.21 eV. As for the HOMO energy: -10.352 eV. Its structure (SMILES) is CC#CO[N+](=O)[O-]. As for the total charge: 0. The frontier orbital gap is 10.56 eV.

Here are the Löwdin charges for atoms 1 to 6, given in e:
1. C -0.08
2. C -0.08
3. C 0.00
4. O 0.03
5. N -0.42
6. O 0.15

=====

Pick arrangement P: it beats the second-best structure by 0.0051 hartree.

=====

Arrangement P

The following is a DFT calculation (ωB97M-V/def2-TZVPD) of one molecule with the formula C21H32N4O3.

Geometry as XYZ:
```
60
C21H32N4O3 | the OMol25 dataset | ωB97M-V/def2-TZVPD
C -7.306 0.093 0.749
C -5.836 0.489 0.713
C -4.920 -0.586 1.286
C -3.448 -0.208 1.215
C -2.522 -1.256 1.827
C -1.079 -0.853 1.767
C -0.072 -1.670 1.488
C 1.366 -1.245 1.510
C 2.206 -1.976 0.473
O 1.718 -2.849 -0.236
N 3.519 -1.631 0.382
C 4.408 -2.396 -0.492
C 5.237 -1.493 -1.401
C 4.372 -0.538 -2.176
C 4.794 0.885 -2.401
C 3.671 0.590 -1.456
C 2.291 0.945 -1.958
O 2.001 2.041 -2.400
N 1.356 -0.034 -1.819
C -0.030 0.256 -2.071
C -0.594 1.270 -1.124
N -1.731 1.873 -1.220
C -1.746 2.647 -0.081
C -2.876 3.541 0.275
N -0.689 2.523 0.662
O 0.094 1.595 -0.035
C 3.812 0.838 0.051
C 4.058 -0.403 0.941
H -7.944 0.877 0.339
H -7.479 -0.815 0.168
H -7.633 -0.102 1.772
H -5.535 0.703 -0.318
H -5.692 1.417 1.276
H -5.199 -0.783 2.327
H -5.081 -1.525 0.743
H -3.167 -0.036 0.170
H -3.291 0.745 1.734
H -2.810 -1.400 2.875
H -2.659 -2.223 1.333
H -0.868 0.190 2.000
H -0.262 -2.709 1.244
H 1.439 -0.165 1.369
H 1.810 -1.462 2.489
H 5.069 -3.016 0.122
H 3.781 -3.061 -1.081
H 5.974 -0.932 -0.820
H 5.812 -2.123 -2.083
H 3.798 -0.996 -2.976
H 5.733 1.196 -1.959
H 4.547 1.369 -3.336
H 1.613 -0.960 -1.516
H -0.182 0.641 -3.080
H -0.603 -0.666 -1.966
H -2.687 4.027 1.229
H -3.008 4.297 -0.498
H -3.797 2.961 0.336
H 4.608 1.562 0.234
H 2.892 1.325 0.383
H 3.639 -0.226 1.930
H 5.125 -0.560 1.095
```

For the lowest unoccupied orbital energy, the calculation gives 0.77 eV. As for the HOMO energy: -9.244 eV. Its structure (SMILES) is CCCCC/C=C/CC(=O)N1CC[C@@H]2C[C@]2(C(=O)NCc2nc(C)no2)CC1. As for the total charge: 0. The frontier orbital gap is 10.01 eV.

Here are the Löwdin charges for atoms 1 to 6, given in e:
1. C -0.12
2. C -0.29
3. C -0.23
4. C -0.23
5. C -0.20
6. C -0.11

=====

Arrangement Q

The following is a DFT calculation (ωB97M-V/def2-TZVPD) of one molecule with the formula C21H32N4O3.

Geometry as XYZ:
```
60
C21H32N4O3 | the OMol25 dataset | ωB97M-V/def2-TZVPD
C -7.758 0.345 0.790
C -6.329 0.773 0.495
C -5.307 0.030 1.336
C -3.878 0.446 1.041
C -2.857 -0.305 1.874
C -1.438 0.111 1.571
C -0.377 -0.398 2.165
C 1.026 0.033 1.900
C 1.917 -1.172 1.676
O 1.433 -2.285 1.520
N 3.265 -0.967 1.753
C 4.153 -2.118 1.728
C 5.167 -2.077 0.597
C 4.590 -1.797 -0.762
C 5.274 -0.828 -1.675
C 3.954 -0.472 -1.097
C 2.810 -0.515 -2.070
O 2.890 -0.107 -3.212
N 1.634 -0.960 -1.543
C 0.424 -0.853 -2.301
C -0.090 0.544 -2.337
N -1.092 1.005 -3.009
C -1.091 2.362 -2.663
C -2.064 3.348 -3.177
N -0.139 2.685 -1.845
O 0.531 1.469 -1.630
C 3.837 0.652 -0.078
C 3.852 0.310 1.419
H -8.474 0.893 0.176
H -7.895 -0.720 0.592
H -8.010 0.524 1.838
H -6.109 0.610 -0.566
H -6.225 1.850 0.669
H -5.523 0.197 2.399
H -5.413 -1.048 1.164
H -3.663 0.281 -0.022
H -3.766 1.524 1.213
H -3.066 -0.145 2.937
H -2.963 -1.380 1.694
H -1.303 0.886 0.814
H -0.501 -1.182 2.909
H 1.062 0.692 1.025
H 1.420 0.604 2.751
H 4.696 -2.147 2.684
H 3.539 -3.008 1.674
H 5.949 -1.347 0.822
H 5.663 -3.051 0.573
H 4.181 -2.670 -1.252
H 6.140 -0.302 -1.298
H 5.311 -1.032 -2.733
H 1.591 -1.359 -0.619
H 0.589 -1.166 -3.332
H -0.331 -1.506 -1.863
H -2.013 4.271 -2.608
H -1.869 3.555 -4.229
H -3.071 2.933 -3.103
H 4.628 1.383 -0.265
H 2.903 1.180 -0.290
H 3.321 1.102 1.954
H 4.862 0.319 1.826
```

For the lowest unoccupied orbital energy, the calculation gives 0.78 eV. As for the HOMO energy: -9.373 eV. Its structure (SMILES) is CCCCC/C=C/CC(=O)N1CC[C@@H]2C[C@]2(C(=O)NCc2nc(C)no2)CC1. As for the total charge: 0. The frontier orbital gap is 10.15 eV.

Here are the Löwdin charges for atoms 1 to 6, given in e:
1. C -0.12
2. C -0.29
3. C -0.25
4. C -0.24
5. C -0.21
6. C -0.10

=====

Pick arrangement P: it beats the second-best structure by 0.0117 hartree.

=====

Arrangement P

The following is a DFT calculation (ωB97M-V/def2-TZVPD) of a 2-piece molecular cluster, C4H10N3O overall.

Geometry as XYZ:
```
18
C4H10N3O | the OMol25 dataset | ωB97M-V/def2-TZVPD
C -0.840 -0.262 1.513
C 0.354 0.964 -2.792
C 1.012 1.478 -1.632
C 0.212 -1.278 3.624
N -0.356 -0.746 2.456
N -0.421 -0.954 -1.877
N -1.143 0.262 0.442
O -0.279 -0.135 -2.901
H 0.386 1.472 -3.798
H 1.811 1.140 -1.091
H 0.354 1.799 -0.815
H 1.278 2.432 -1.982
H 0.412 -2.279 3.410
H 1.203 -0.881 3.876
H -0.387 -1.256 4.519
H -0.628 -0.451 -0.996
H -2.062 0.524 0.133
H -0.906 -1.828 -2.089
```

For the lowest unoccupied orbital energy, the calculation gives -4.96 eV. As for the HOMO energy: -13.048 eV. As for the total charge: +1. The frontier orbital gap is 8.09 eV.

Here are the Löwdin charges for atoms 1 to 6, given in e:
1. C -0.25
2. C -0.03
3. C 0.00
4. C -0.06
5. N 0.11
6. N 0.11

=====

Arrangement Q

The following is a DFT calculation (ωB97M-V/def2-TZVPD) of a 2-piece molecular cluster, C4H10N3O overall.

Geometry as XYZ:
```
18
C4H10N3O | the OMol25 dataset | ωB97M-V/def2-TZVPD
C -2.117 0.843 0.407
C 1.815 0.498 -0.901
C 3.193 -0.888 0.378
C -1.672 -0.346 0.952
N -1.918 1.443 -0.870
N 0.696 0.657 -1.121
N -1.046 -1.309 0.310
O 2.926 0.313 -0.430
H -2.430 1.552 1.227
H 4.009 -1.379 -0.030
H 2.260 -1.594 0.320
H 3.297 -0.504 1.383
H -1.748 -0.521 2.039
H -1.900 2.390 -0.889
H -0.818 1.247 -1.166
H -1.108 -1.307 -0.703
H -0.890 -2.235 0.715
H -2.548 1.138 -1.621
```

For the lowest unoccupied orbital energy, the calculation gives -2.80 eV. As for the HOMO energy: -12.304 eV. As for the total charge: +1. The frontier orbital gap is 9.51 eV.

Here are the Löwdin charges for atoms 1 to 6, given in e:
1. C -0.15
2. C -0.33
3. C 0.06
4. C -0.21
5. N 0.13
6. N 0.19

=====

Arrangement R

The following is a DFT calculation (ωB97M-V/def2-TZVPD) of an isolated ion of composition C4H10N3O and charge +1.

Geometry as XYZ:
```
18
C4H10N3O | the OMol25 dataset | ωB97M-V/def2-TZVPD
N -0.748 -0.588 -2.068
C -0.911 0.102 -0.939
N -1.583 -0.247 0.167
N -0.867 -1.183 1.011
C 0.426 -0.642 1.417
C 1.045 -0.080 0.220
C 1.260 1.277 -0.004
O 0.916 2.267 0.752
H -0.796 -0.062 -3.036
H -0.595 -1.565 -2.074
H -0.822 1.149 -1.193
H -1.847 0.517 0.697
H -0.737 -2.066 0.577
H 1.040 -1.570 1.805
H 0.279 -0.076 2.339
H 1.491 -0.768 -0.435
H 1.759 1.436 -0.907
H 0.691 2.099 1.673
```

For the lowest unoccupied orbital energy, the calculation gives -4.02 eV. As for the HOMO energy: -13.496 eV. Its structure (SMILES) is [NH2+]=CNNC/C=C\O. As for the total charge: +1. The frontier orbital gap is 9.47 eV.

Here are the Löwdin charges for atoms 1 to 6, given in e:
1. N 0.15
2. C -0.22
3. N 0.07
4. N -0.02
5. C -0.19
6. C -0.11

=====

Pick arrangement Q: it beats the second-best structure by 0.0319 hartree.

=====

Arrangement P

The following is a DFT calculation (ωB97M-V/def2-TZVPD) of an isolated ion of composition C4H10N3O and charge +1.

Geometry as XYZ:
```
18
C4H10N3O | the OMol25 dataset | ωB97M-V/def2-TZVPD
C -0.267 1.818 0.348
N -0.267 0.520 -0.272
C -1.602 0.010 -0.760
N -1.738 -1.278 -0.114
C -0.701 -1.540 0.540
N 0.194 -0.468 0.666
C 1.655 -0.552 0.505
O 1.975 -0.639 -0.879
H -0.489 1.482 1.453
H 0.626 2.399 0.398
H -0.942 2.376 -0.219
H 0.251 0.585 -1.183
H -1.775 -0.218 -1.746
H -2.478 0.532 -0.306
H -0.625 -2.433 0.975
H 1.944 -1.450 1.009
H 2.202 0.421 0.634
H 2.036 -1.567 -1.047
```

For the lowest unoccupied orbital energy, the calculation gives -3.27 eV. As for the HOMO energy: -14.540 eV. Its structure (SMILES) is C[N@@H+]1CN=CN1CO. As for the total charge: +1. The frontier orbital gap is 11.27 eV.

Here are the Löwdin charges for atoms 1 to 6, given in e:
1. C 0.03
2. N -0.11
3. C -0.07
4. N 0.11
5. C -0.11
6. N -0.02

=====

Arrangement Q

The following is a DFT calculation (ωB97M-V/def2-TZVPD) of a 2-piece molecular cluster, C4H10N3O overall.

Geometry as XYZ:
```
18
C4H10N3O | the OMol25 dataset | ωB97M-V/def2-TZVPD
C -0.321 1.541 2.239
C -1.187 -1.453 -1.515
C 1.151 -1.582 -0.693
C -0.113 0.510 -0.668
N -0.423 0.718 1.310
N -0.114 -0.834 -0.881
N -1.048 1.296 -1.097
O -2.177 -0.826 -1.800
H -0.933 1.554 3.148
H 0.456 2.279 2.198
H -0.990 -2.546 -1.668
H 1.586 -1.307 0.262
H 0.947 -2.597 -0.912
H 1.969 -1.310 -1.434
H 0.813 0.943 -0.663
H -1.289 -0.016 1.238
H -1.115 2.371 -1.216
H -1.915 0.918 -1.521
```

For the lowest unoccupied orbital energy, the calculation gives -3.40 eV. As for the HOMO energy: -14.481 eV. As for the total charge: +1. The frontier orbital gap is 11.08 eV.

Here are the Löwdin charges for atoms 1 to 6, given in e:
1. C 0.00
2. C -0.21
3. C 0.01
4. C -0.25
5. N 0.03
6. N -0.08

=====

Pick arrangement Q: it beats the second-best structure by 0.0531 hartree.